A molecular structure, C26H51ClN4PtSi in a non-equilibrium geometry. Source: the Open Molecules 2025 dataset; level of theory: ωB97M-V/def2-TZVPD.

maximum force = 0.088 Eh/bohr
gap between HOMO and LUMO (spin up / spin down) = 1.61 / 5.51 eV
<S²> = 6.014
total energy = -57389.316 eV
highest occupied orbital energy (spin up / spin down) = 2.7 / -1.4 eV

The geometry in ORCA input format:
```
! RIJCOSX wB97M-V def2-TZVPD def2/J DEFGRID3
* xyz -2 5
C 2.61429 -4.17318 -0.59729
H 1.54558 2.91335 -0.39049
H -2.02948 0.03752 -0.37462
H -5.88881 1.71085 -1.13210
N 1.46903 -3.45768 -0.84255
H 1.05957 4.39225 -2.26420
H -0.52336 -2.98437 -2.78540
H 2.84189 0.25093 3.86554
H 2.27855 0.00727 0.63908
H 3.04102 -0.54996 -2.81376
C -0.19739 5.39053 -0.12692
C -2.44445 2.74124 0.09620
C -3.88814 0.90492 -0.89628
C -0.75221 -2.97006 -1.70768
C -3.07329 -0.04882 -0.05694
H 0.55725 -5.30530 -2.55354
H 5.73106 -1.58966 -0.05298
C 0.06523 -3.97785 -0.90198
C 3.84203 -0.71262 -0.75014
C 0.08163 3.91316 -2.13475
H 5.86036 0.00229 -0.83142
H -0.60192 -1.93050 -1.34016
H -1.77600 -0.14239 4.90189
H 0.86834 2.34406 3.30418
C -0.02775 1.72490 3.15704
C -3.69878 3.30831 -1.60449
H 0.14506 1.96970 -0.20408
N -3.39187 2.28816 -0.71236
H -3.11716 0.13985 1.01612
C 3.34109 0.08893 -1.97218
N -1.78624 3.66454 -0.58710
H -0.84500 -1.63286 5.13950
Pt 0.75686 -1.07867 0.49614
H -1.31354 -1.31633 2.11503
H -1.20122 -4.97262 0.52152
C 3.41631 0.07653 0.48936
H -3.85934 1.27707 -3.08838
H -4.37372 -0.35001 -2.61387
H 4.15711 0.75334 -2.29532
C 2.13047 -0.57415 3.75828
H -1.81819 -3.17724 -1.52211
H -0.83960 2.24290 3.67688
H 2.44399 -1.14961 2.87961
H -2.67799 0.10751 -2.51299
C -3.69828 0.47714 -2.35984
C -0.60499 -4.05078 0.49307
H -0.68756 6.10091 -0.80193
C 1.77772 -2.13792 -0.74914
Cl -0.06246 0.36257 -1.49108
C -0.76826 -0.54181 5.07136
H 0.12418 -2.26116 2.50844
H 2.48349 0.72980 -1.70695
H 0.84916 5.70198 -0.01965
H -4.57063 3.30610 -2.22302
C 5.33705 -0.96154 -0.86300
H 0.08531 -4.04462 1.34273
H -0.63522 4.40012 -2.80246
H 0.18255 2.86464 -2.44078
C -2.68276 4.19572 -1.50845
H 2.59796 -5.23679 -0.51130
N 3.13227 -2.03845 -0.75377
H 3.58046 1.14831 0.30012
H -0.34239 1.74444 2.11269
C 0.53230 2.96269 0.05249
H -2.48513 5.09765 -2.04279
H -0.66804 5.47658 0.85887
H -5.48033 1.20991 0.52181
H -3.33338 -1.08767 -0.30398
H -0.93541 -5.69255 -1.66518
Si 0.30315 -0.10287 3.60021
H 2.31470 -1.25284 4.59375
H -1.32286 -3.22123 0.61446
C 3.64051 -3.29271 -0.52072
H -5.86999 -0.00901 -0.70910
C -0.22109 -1.25579 2.20149
C 0.10008 -5.35040 -1.55572
C -0.32681 3.97747 -0.66030
H 3.90984 -0.25138 1.41788
H -0.41526 -0.16200 6.03663
C -5.36480 0.95130 -0.53739
H 0.61839 -6.08113 -0.92131
H 5.55818 -1.42215 -1.83503
H 0.55927 3.04182 1.13625
H 4.66782 -3.45063 -0.26963
*
```

***

A molecular structure, C24H21IMgN4O2S5 in a non-equilibrium geometry. Source: the Open Molecules 2025 dataset; level of theory: ωB97M-V/def2-TZVPD.

maximum force = 0.036 Eh/bohr
gap between HOMO and LUMO = 5.07 eV
total energy = -103010.309 eV
highest occupied orbital energy = -1.1 eV
relative energy (zero: lowest compared OMol25 entry of this formula, charge and spin) = 0.602 eV

The geometry in ORCA input format:
```
! RIJCOSX wB97M-V def2-TZVPD def2/J DEFGRID3
* xyz -2 1
H 4.59296 -1.62628 2.25206
H 4.94854 -1.14352 3.85793
S -3.55513 0.66872 6.85459
C -0.12203 2.24265 -2.71813
H -1.63213 4.37168 -4.98558
O -4.02427 -1.75870 -2.26058
N 3.71661 0.14046 2.83481
I 2.33943 0.47484 -2.85691
C -2.52589 2.78760 -1.38091
H 2.28883 -2.16202 2.76716
C 4.14456 -1.20556 3.14022
N -2.47031 -2.86159 -3.46412
Mg 0.35609 0.25214 0.14679
H 1.90284 1.98832 -5.35396
C -1.28482 -0.41701 3.26992
H -3.10780 -3.77510 -5.23616
C -0.56182 -1.81519 -1.79685
H -4.42069 -3.66121 -3.92460
C 2.27822 -1.50279 4.82477
N -1.85374 -1.47274 -1.60561
C 3.05232 0.72801 4.05115
H 2.71333 1.71279 3.73565
S 0.01377 1.83462 2.38226
H 3.41172 -3.09153 3.74770
C -2.32597 3.36807 -2.61744
C -1.06172 3.17452 -3.25752
H 2.95940 -1.50155 5.70978
S -2.44626 -1.00578 4.51084
C -1.17459 -3.11218 -3.73408
C -0.87737 3.73417 -4.56459
C 2.99469 -2.09355 3.56852
C 1.84862 -0.13761 4.40310
H -3.02291 4.08094 -3.05062
H 0.81998 -2.96748 -3.08661
H 1.28535 0.35233 5.18033
H -3.50802 2.87981 -0.87994
C -0.26839 1.76181 -1.37295
H 0.39832 3.79860 -6.26287
C -2.54736 0.41392 5.51345
H 1.42108 -2.14920 5.03518
H -1.62200 1.72709 0.28508
C 0.93982 1.88413 -3.54103
N 2.60435 0.45972 0.65993
H 1.18067 -0.20621 3.51514
C 0.17971 3.33036 -5.30297
S -1.64511 1.72019 4.78467
C -0.99475 0.89117 3.38033
H -0.98999 -3.77787 -4.55617
C -3.55130 -3.19125 -4.42755
C -1.45619 2.08428 -0.74005
C 3.11513 0.32954 1.69210
C 1.05944 2.35717 -4.79923
O 0.31279 -1.40398 -0.99751
H -3.89538 -2.23948 -4.83875
S -0.73414 -1.46243 2.01127
C -2.82954 -1.94209 -2.38550
C -0.20030 -2.64344 -2.91414
H 3.83135 0.77768 4.79822
*
```

***

A single C2H3P3 molecule in a non-equilibrium geometry. Source: the Open Molecules 2025 dataset; level of theory: ωB97M-V/def2-TZVPD.

maximum force = 0.051 Eh/bohr
gap between HOMO and LUMO = 7.76 eV
SMILES string = C1=P#P=PC1
total energy = -29986.609 eV
highest occupied orbital energy = -8.9 eV
relative energy (zero: lowest compared OMol25 entry of this formula, charge and spin) = 1.034 eV

The geometry in ORCA input format:
```
! RIJCOSX wB97M-V def2-TZVPD def2/J DEFGRID3
* xyz 0 1
C 0.46719 0.44091 0.18233
H -1.55024 -0.19061 -0.36695
C -0.87002 0.64941 -0.42286
H 0.33172 -0.37248 0.94723
H 1.13174 0.05240 -0.52552
P -0.04363 3.64230 -0.10313
P 1.41090 2.39475 0.57126
P -1.63610 2.11173 -0.74170
*
```

***

A molecular structure, C14H22ClO5PSn in a non-equilibrium geometry. Source: the Open Molecules 2025 dataset; level of theory: ωB97M-V/def2-TZVPD.

maximum force = 0.094 Eh/bohr
gap between HOMO and LUMO (spin up / spin down) = 5.16 / 4.39 eV
total energy = -52733.010 eV
highest occupied orbital energy (spin up / spin down) = -16.0 / -15.5 eV

The geometry in ORCA input format:
```
! RIJCOSX wB97M-V def2-TZVPD def2/J DEFGRID3
* xyz 2 1
H -1.69886 -2.80056 -2.31888
C -1.52307 0.21384 -3.85042
C -0.14834 -1.65557 -3.47329
H -0.17229 3.97019 2.14079
H 2.11642 2.88179 1.95368
H 0.92793 4.74886 0.93041
C -0.02890 -3.50087 2.31220
H -0.24976 -3.46541 0.18427
C -0.84902 -0.01992 3.78231
C -2.25556 -0.75079 -3.07118
O 1.37726 -0.56161 2.78918
C -1.58933 1.05298 0.36870
O 3.12269 0.87181 -1.05012
C -0.19767 -2.74856 1.01398
H 1.89836 0.04846 -4.44752
C 1.27392 2.65517 1.26555
C 0.63291 -0.15566 3.98236
C 2.08257 0.42539 -0.77672
H 0.87742 -4.13168 2.33435
O -2.25557 1.88644 0.77821
C -0.17963 -0.33819 -4.09502
H -1.12257 -2.16052 0.99953
H -1.30130 0.17407 4.76905
H 0.86376 -0.93840 4.70663
C -1.40358 -1.89272 -2.84703
H 1.74850 2.47909 0.28031
C 0.33465 3.84772 1.17496
H 0.80045 1.41140 -4.84283
O 0.54990 1.46592 1.68708
H -0.90132 -4.16308 2.43799
H 0.90567 0.00359 -5.93284
Cl -0.13616 2.79415 -2.24921
H -1.08146 0.84667 3.14504
H 1.05873 0.78150 4.34219
H -3.30913 -0.67427 -2.79230
H 0.69674 -2.35239 -3.55595
O 0.91086 -1.83058 0.72263
P 1.22407 -0.18197 1.22528
H -1.92327 1.10850 -4.35025
C 0.91897 0.31830 -4.87402
H -0.40793 3.68881 0.37920
H 0.00802 -2.79139 3.15315
Sn -0.29231 0.38450 -1.71535
H -1.30279 -0.94499 3.38385
*
```

***

A molecular structure, C4H11CsNO5S in a non-equilibrium geometry. Source: the Open Molecules 2025 dataset; level of theory: ωB97M-V/def2-TZVPD.

maximum force = 0.052 Eh/bohr
gap between HOMO and LUMO = 4.33 eV
total energy = -27438.133 eV
highest occupied orbital energy = -2.8 eV
relative energy (zero: lowest compared OMol25 entry of this formula, charge and spin) = 0.865 eV

The geometry in ORCA input format:
```
! RIJCOSX wB97M-V def2-TZVPD def2/J DEFGRID3
* xyz -1 1
S 4.78995 -1.80888 3.58452
H -2.40449 0.28519 0.37800
H -0.00005 1.43857 -2.56428
H -2.77996 1.69518 -0.57761
H -0.02651 -0.44002 -1.27972
N 0.27333 0.11500 -0.47232
O -2.31784 0.01496 -1.70623
H -3.80687 -0.97687 -2.67764
Cs 2.73414 -1.62045 0.74238
C -3.55931 -0.67942 -1.65737
H -3.43591 -1.59220 -1.06962
C -2.12548 0.80886 -0.54467
O 5.24474 -1.34458 2.26360
H -4.37740 -0.06863 -1.27547
H 0.51199 2.79000 -1.53349
O 5.00050 -0.71161 4.54679
C -0.29096 2.08656 -1.73670
H -1.14320 2.62898 -2.16158
H -0.53306 1.78682 0.44223
H 0.08813 -0.54806 0.27967
O 3.32836 -2.12521 3.46429
C -0.66541 1.27248 -0.51259
O 5.49535 -3.00667 4.06780
*
```

***

5 unconnected molecules or ions with the total composition C8H27O9 in a non-equilibrium geometry. Source: the Open Molecules 2025 dataset; level of theory: ωB97M-V/def2-TZVPD.

maximum force = 0.024 Eh/bohr
gap between HOMO and LUMO = 10.07 eV
total energy = -27153.574 eV
highest occupied orbital energy = -12.3 eV
relative energy (zero: lowest compared OMol25 entry of this formula, charge and spin) = 0.443 eV

The geometry in ORCA input format:
```
! RIJCOSX wB97M-V def2-TZVPD def2/J DEFGRID3
* xyz 1 1
O -3.87101 -3.24542 1.82413
O -0.10999 0.49162 -0.36193
H 0.28649 -0.10872 -1.06141
H -0.74107 -2.45819 2.43066
H -1.49982 2.77169 -3.75111
O 1.48355 0.48317 2.20332
H -4.71228 -3.24812 2.28772
H 1.83236 -0.32457 2.59172
H 2.94200 0.89768 0.77778
H 3.83795 -2.48469 -0.62335
H -0.95838 0.94103 -0.63673
H -0.62521 2.85288 -2.19190
H -3.27976 1.53384 -0.32912
H -0.83176 0.73247 -3.89703
H 1.51137 -3.08902 -0.74906
C 2.05054 2.66968 1.49705
C -2.64416 2.21977 -2.04865
H 1.57512 -1.58087 0.14290
C -1.69554 -2.32601 1.90320
H -3.03303 3.22607 -1.85869
H 3.26311 0.05929 -1.70538
H 1.07666 3.59314 0.04428
H -3.38990 1.69987 -2.66045
O -2.43825 1.51890 -0.79412
O -1.87467 -0.96586 1.50249
H 0.74357 -1.95529 -2.52647
C 2.55915 1.29074 1.73273
O 3.62500 -0.49404 -1.00584
H -3.17710 -2.13377 3.43715
H -1.60647 -2.92341 0.99048
H 2.90385 3.34798 1.41733
C 1.75917 -2.02591 -0.83709
O 1.28809 2.68466 0.27634
H 3.34262 -2.11065 -2.27221
H 1.42910 2.99118 2.33607
C -2.83644 -2.88530 2.71234
C 3.19731 -1.83746 -1.21856
H 3.41652 1.34781 2.40658
O 0.87611 -1.38012 -1.76774
C -1.34682 2.28684 -2.79056
H -2.47646 -3.74623 3.29051
O -0.81749 0.96733 -2.96634
H -1.58634 -0.41206 2.23466
H 0.55231 1.12801 0.01429
*
```